a.
The ion C6H5N2 with charge +1, computed with ωB97M-V/def2-TZVPD.

XYZ file:
```
13
Properties=species:S:1:pos:R:3:lowdin_charge:R:1
C -1.31 1.00 -0.05 -0.016
C -2.19 -0.03 0.02 -0.013
C -0.01 0.40 -0.07 -0.182
C -0.18 -1.10 -0.06 0.032
C 1.23 0.96 0.00 -0.019
C 3.09 -0.66 0.00 0.358
N 2.26 0.14 0.02 0.118
N -1.48 -1.24 0.01 0.024
H -1.52 2.05 -0.09 0.120
H -3.26 -0.01 0.08 0.133
H 1.44 2.02 0.07 0.155
H 3.87 -1.38 0.03 0.136
H -1.94 -2.15 0.04 0.154
```

Total charge ... +1
Gap between HOMO and LUMO ... 6.9 eV

b.
The ion C6H5N2 with charge +1, computed with ωB97M-V/def2-TZVPD.

XYZ file:
```
13
Properties=species:S:1:pos:R:3:lowdin_charge:R:1
N -1.11 -2.22 -2.63 0.423
N -0.69 -1.59 -1.77 0.135
C 0.48 1.13 1.25 -0.009
C -0.90 0.83 1.03 -0.014
C 1.48 0.55 0.45 0.002
C -1.23 -0.09 0.01 0.013
C 1.09 -0.45 -0.52 0.034
C -0.25 -0.74 -0.76 -0.229
H 0.72 1.85 2.03 0.128
H -1.68 1.32 1.63 0.133
H 2.54 0.74 0.59 0.118
H -2.28 -0.36 -0.17 0.134
H 1.82 -0.97 -1.15 0.132
```

SMILES ... N#[N+]c1ccccc1
Total charge ... +1
Gap between HOMO and LUMO ... 8.4 eV

Relative energies in eV: a 2.722; b 0.000